a) The following is a DFT calculation (ωB97M-V/def2-TZVPD) of an isolated molecule of C5H11P.

Atoms and positions in Å:
P (-0.092, 0.298, 0.028)
C (2.569, -1.370, -0.099)
C (-2.742, -1.212, 0.065)
C (-0.107, 2.226, -0.024)
C (-2.283, 0.015, 0.126)
C (1.769, -0.068, 0.189)
H (-2.791, 0.909, 0.365)
H (0.730, 2.837, 0.256)
H (-3.817, -1.615, 0.003)
H (-2.059, -2.027, 0.297)
H (-0.328, -0.157, -1.178)
H (2.422, -2.259, 0.592)
H (2.357, -1.804, -1.076)
H (3.719, -1.197, -0.158)
H (-1.056, 2.481, 0.531)
H (2.070, 0.527, 1.126)
H (-0.361, 2.414, -1.044)

Computed properties:
SMILES string: C=C[P@@H](C)=CC

b) The following is a DFT calculation (ωB97M-V/def2-TZVPD) of an isolated molecule of C5H11P.

Atoms and positions in Å:
P (1.488, 0.554, -0.568)
C (-1.258, -0.258, 0.379)
C (-1.730, -0.306, -1.020)
C (0.461, -0.287, 0.384)
C (-1.662, 0.986, 1.099)
C (3.229, -0.142, -0.477)
H (-2.810, -0.283, -1.116)
H (3.303, -0.788, -1.339)
H (3.417, -0.846, 0.339)
H (-1.307, -1.320, -1.314)
H (-1.728, 1.701, 0.352)
H (0.925, -1.184, 0.861)
H (4.053, 0.635, -0.363)
H (-2.595, 0.809, 1.696)
H (-1.063, 1.424, 1.865)
H (-1.405, -1.187, 0.806)
H (-1.319, 0.494, -1.584)

Computed properties:
SMILES string: C/P=C/C(C)C

c) The following is a DFT calculation (ωB97M-V/def2-TZVPD) of a cluster of 2 separate species, C5H11P in total.

Atoms and positions in Å:
P (-0.405, -2.012, 2.968)
C (-0.234, 0.632, -0.582)
C (1.215, -1.776, 3.196)
C (-1.406, -0.120, -0.109)
C (-0.634, 1.860, -1.396)
C (0.688, -0.287, -1.413)
H (1.784, -1.019, 2.675)
H (1.785, -2.373, 3.893)
H (-1.200, 1.555, -2.273)
H (1.027, -1.128, -0.814)
H (-1.253, 2.526, -0.799)
H (0.149, -0.670, -2.275)
H (1.555, 0.272, -1.762)
H (0.357, 0.953, 0.290)
H (-1.275, -0.947, 0.565)
H (-2.397, 0.127, -0.438)
H (0.245, 2.408, -1.725)

d) The following is a DFT calculation (ωB97M-V/def2-TZVPD) of a cluster of 2 separate species, C5H11P in total.

Atoms and positions in Å:
P (0.787, 0.135, -0.752)
C (1.593, 1.592, 0.021)
C (-1.852, -0.264, 0.392)
C (1.922, -1.177, -0.158)
C (-0.567, -0.089, 0.303)
C (-2.802, -0.256, -0.777)
H (-2.296, -0.395, 1.371)
H (0.685, -0.147, 2.332)
H (2.611, 1.706, -0.344)
H (1.588, 1.396, 1.100)
H (1.940, -1.082, 0.932)
H (2.915, -1.033, -0.577)
H (-3.771, -0.667, -0.495)
H (1.032, 2.501, -0.196)
H (-2.946, 0.772, -1.115)
H (1.548, -2.161, -0.434)
H (-2.386, -0.831, -1.602)

b) wins, 38.7 kcal/mol ahead of the next structure.

a) The following is a DFT calculation (ωB97M-V/def2-TZVPD) of an isolated molecule of C2H2OS3.

Atoms and positions in Å:
S (0.906, 1.706, 0.204)
S (1.846, -1.004, -0.280)
S (-2.136, 0.341, -0.308)
O (-0.826, -1.746, 0.552)
C (-0.808, -0.492, 0.116)
C (0.628, 0.021, 0.022)
H (-0.410, 2.083, 0.350)
H (-1.753, -1.979, 0.538)

Computed properties:
SMILES string: OC(=S)C(=S)S

b) The following is a DFT calculation (ωB97M-V/def2-TZVPD) of an isolated molecule of C2H2OS3.

Atoms and positions in Å:
S (2.541, 0.104, -0.868)
S (3.216, 0.415, 1.116)
S (1.440, 0.904, 2.056)
O (2.544, 1.267, -1.706)
C (0.866, -0.090, -0.354)
C (0.404, 0.304, 0.825)
H (-0.569, 0.397, 1.166)
H (0.236, -0.345, -1.290)

a) wins, 13.7 kcal/mol ahead of the next structure.

a) The following is a DFT calculation (ωB97M-V/def2-TZVPD) of an isolated molecule of C2H2OS3.

Atoms and positions in Å:
S (0.440, 2.159, -0.221)
S (1.035, -0.767, -1.806)
S (-0.566, -2.079, 0.422)
O (-0.304, 0.403, 1.688)
C (0.116, -0.738, -0.388)
C (-0.028, 0.524, 0.455)
H (-1.391, -1.369, 1.370)
H (0.699, 1.867, -1.521)

Computed properties:
SMILES string: O=C(S)C(=S)S

b) The following is a DFT calculation (ωB97M-V/def2-TZVPD) of a cluster of 2 separate species, C2H2OS3 in total.

Atoms and positions in Å:
S (-1.835, -0.666, 0.171)
S (-0.676, 1.620, -1.990)
S (-1.760, 1.417, -0.437)
O (-1.075, -1.443, -0.792)
C (1.244, -0.291, 0.166)
C (1.440, -0.080, 1.330)
H (1.010, 0.281, 2.199)
H (1.651, -0.839, -0.648)

a) wins, 68.5 kcal/mol ahead of the next structure.

a) The following is a DFT calculation (ωB97M-V/def2-TZVPD) of a cluster of 2 separate species, C2H5N2P in total.

Atoms and positions in Å:
P (-0.049, 1.521, -3.683)
N (-0.867, 0.128, -1.481)
N (-0.421, 0.811, -2.334)
C (-1.102, -0.682, 1.003)
C (0.182, -0.363, 0.884)
H (0.829, -1.148, 0.757)
H (1.117, 1.900, -3.197)
H (-1.949, -0.083, 1.391)
H (-1.594, -1.624, 0.722)
H (0.434, 0.694, 1.006)

b) The following is a DFT calculation (ωB97M-V/def2-TZVPD) of a cluster of 2 separate species, C2H5N2P in total.

Atoms and positions in Å:
P (1.364, 1.060, 0.087)
N (1.616, -0.684, 0.102)
N (0.616, -1.368, -0.014)
C (-0.543, -0.607, -0.117)
C (-0.321, 0.736, -0.587)
H (-1.186, 1.219, -0.197)
H (-1.296, -1.195, -0.720)
H (1.017, 0.428, 2.252)
H (-0.320, 0.990, -1.661)
H (-0.947, -0.578, 0.856)

a) wins, 20.1 kcal/mol ahead of the next structure.

a) The following is a DFT calculation (ωB97M-V/def2-TZVPD) of a structure of composition C3H15NO4.

Atoms and positions in Å:
O (0.128, 1.054, -1.779)
O (-1.312, -1.297, 1.279)
O (-3.277, -0.637, -0.314)
O (-2.168, 1.952, -0.361)
N (0.645, -0.334, 0.214)
C (2.276, -0.165, -0.373)
C (-0.117, -0.102, -0.994)
C (3.131, 0.164, 0.816)
H (-2.793, 1.199, -0.321)
H (-1.181, -0.118, -0.815)
H (2.194, -1.037, -1.011)
H (-3.821, -1.426, -0.266)
H (-0.522, 1.654, -1.405)
H (4.068, -0.397, 0.726)
H (-1.986, 2.102, 0.573)
H (3.434, 1.203, 0.837)
H (-0.009, -0.959, -1.667)
H (-2.545, -0.823, 0.350)
H (2.699, -0.195, 1.747)
H (1.976, 0.691, -0.963)
H (0.907, 0.427, 0.832)
H (-0.256, -0.989, 0.954)
H (-1.473, -1.967, 1.942)

b) The following is a DFT calculation (ωB97M-V/def2-TZVPD) of a cluster of 6 separate species, C3H15NO4 in total.

Atoms and positions in Å:
O (-0.857, 0.918, -1.689)
O (2.671, 0.501, -0.875)
O (1.088, -0.256, -2.662)
O (1.177, 2.344, 0.089)
N (0.599, -1.636, -0.221)
C (-2.116, -0.665, 0.936)
C (-0.978, 0.355, 3.038)
C (-1.385, 0.344, 1.706)
H (-0.322, 1.178, 3.430)
H (2.514, -0.163, -0.177)
H (0.625, -1.473, -1.231)
H (-1.169, -0.542, 3.679)
H (-0.344, -1.284, 0.212)
H (-0.104, 0.373, -2.087)
H (2.209, 0.033, -1.658)
H (0.572, -2.653, -0.090)
H (1.969, 1.702, -0.125)
H (0.623, 2.222, -0.692)
H (0.999, -0.844, -3.394)
H (-3.061, -0.363, 0.516)
H (-1.152, 1.311, 1.164)
H (-2.145, -1.703, 1.344)
H (-1.415, 0.299, -1.214)

a) wins, 107.1 kcal/mol ahead of the next structure.

a) The following is a DFT calculation (ωB97M-V/def2-TZVPD) of a cluster of 2 separate species, C3H8NO3S in total.

Atoms and positions in Å:
S (0.254, 2.096, -2.393)
O (1.623, -1.321, 0.375)
O (-0.029, -0.867, 1.818)
O (-1.531, -3.060, 2.769)
N (-1.311, 0.752, 0.246)
C (0.743, -0.592, 0.841)
C (0.097, 0.615, -0.041)
C (0.569, 0.562, -1.506)
H (0.670, 1.426, 0.423)
H (-0.258, 2.784, -1.363)
H (0.166, -0.356, -1.974)
H (-1.816, -0.092, 0.028)
H (-0.771, -3.488, 2.357)
H (-1.358, 0.769, 1.294)
H (1.637, 0.367, -1.630)
H (-1.609, -2.297, 2.181)

Computed properties:
charge: -1

b) The following is a DFT calculation (ωB97M-V/def2-TZVPD) of the ion C3H8NO3S with charge -1.

Atoms and positions in Å:
S (-2.301, -0.051, -0.019)
O (-0.324, 1.177, -1.293)
O (-2.408, -1.427, -0.543)
O (-2.430, 0.042, 1.437)
N (-0.535, 0.267, -0.245)
C (1.089, -1.397, 0.970)
C (0.543, -1.143, -0.381)
C (0.393, 2.223, -0.719)
H (1.803, -0.729, 1.424)
H (-0.336, -1.935, -0.723)
H (0.168, -1.555, 1.675)
H (-0.323, 2.815, -0.005)
H (0.803, 3.067, -1.345)
H (1.054, 1.798, -0.081)
H (1.604, -2.344, 0.978)
H (1.201, -0.806, -1.129)

Computed properties:
charge: -1

a) wins, 101.2 kcal/mol ahead of the next structure.